No. 1
Formula: C2H5O
Source: the Open Molecules 2025 dataset
Level of theory: ωB97M-V/def2-TZVPD

Properties
Net charge: -1
HOMO level (eV): -1.80
Multiplicity: 1
HOMO-LUMO gap (eV): 7.00
Relative energy (zero: lowest compared OMol25 entry of this formula, charge and spin) (kcal per mole): 14.7

Atoms and positions in Å:
C1 -0.28850 -0.42966 -0.41147
O1 0.35250 -1.50682 -0.35144
C2 -0.23043 0.62804 0.54469
H1 0.77892 4.17575 0.67481
H2 0.56692 0.60567 1.35672
H3 0.86926 4.92689 0.68934
H4 -1.08335 -0.30086 -1.20941
H5 -0.83817 1.45683 0.50074



No. 2
Formula: C8H12BeN4O8S2
Source: the Open Molecules 2025 dataset
Level of theory: ωB97M-V/def2-TZVPD

Properties
Net charge: -2
HOMO level (eV): -0.88
Multiplicity: 1
HOMO-LUMO gap (eV): 2.23
Relative energy (zero: lowest compared OMol25 entry of this formula, charge and spin) (kcal per mole): 123.2

Atoms and positions in Å:
Be1 -8.64384 -21.85120 43.33706
S1 -11.86797 -19.82992 45.72189
O1 -11.42301 -19.53718 44.38972
O2 -11.92942 -18.63305 46.58937
O3 -13.18002 -20.44141 45.65430
O4 -10.84715 -20.81840 46.11739
S2 -12.01706 -25.76280 43.74807
O5 -12.08052 -26.88113 44.61606
O6 -12.60858 -26.53663 42.69622
O7 -13.02824 -24.79188 44.16482
O8 -10.71915 -25.17491 43.41174
C1 -14.02886 -23.78992 39.26499
C2 -12.80309 -23.15710 39.61701
N1 -11.74410 -22.67808 39.81746
H1 -14.30708 -24.42016 40.10968
H2 -13.74156 -24.38845 38.40051
H3 -14.74688 -23.01686 38.99127
C3 -5.18087 -15.59038 44.50719
C4 -5.45254 -17.03705 44.21429
N2 -5.72356 -18.16817 44.02706
H4 -6.11525 -15.04546 44.37261
H5 -4.41650 -15.31184 43.78177
H6 -4.71793 -15.36789 45.46859
C5 -6.31880 -24.43211 37.56004
C6 -6.29031 -24.00729 38.98784
N3 -6.22263 -23.62723 40.11996
H7 -6.80019 -23.67786 36.93758
H8 -6.74026 -25.40846 37.32083
H9 -5.26594 -24.52042 37.29208
C7 -4.68721 -24.97733 48.85514
C8 -5.22708 -24.31618 47.64727
N4 -5.63618 -23.77901 46.68595
H10 -5.49232 -25.55920 49.30382
H11 -4.25947 -24.18047 49.46354
H12 -3.91810 -25.60740 48.40840



No. 3
Formula: C17H33F3N4O12P2S
Source: the Open Molecules 2025 dataset
Level of theory: ωB97M-V/def2-TZVPD

Properties
Net charge: 0
HOMO level (eV): -9.48
Multiplicity: 1
HOMO-LUMO gap (eV): 7.22

Atoms and positions in Å:
C1 0.45597 -1.99223 -0.91363
C2 -0.23469 -1.03239 -1.87776
N1 -0.97721 -1.74781 -2.93955
C3 -1.95174 -0.89920 -3.49461
C4 -1.67469 0.33491 -3.92401
C5 -2.80357 1.14434 -4.45944
O1 -2.70449 1.88222 -5.40853
C6 -4.10662 0.94548 -3.70763
S1 -5.15242 2.35851 -3.42425
O2 -6.17307 2.48988 -4.41462
O3 -5.63465 2.33942 -2.08092
C7 -4.12119 3.92266 -3.55123
F1 -4.61072 4.73797 -2.61511
F2 -4.27460 4.52399 -4.71182
F3 -2.83706 3.71588 -3.26145
C8 -4.40972 -0.28507 -3.30283
C9 -5.65960 -0.69051 -2.58981
C10 -5.44836 -1.12162 -1.10529
N2 -6.38937 -2.24816 -0.87595
N3 -5.72651 -0.03472 -0.17831
N4 -4.11482 -1.60408 -0.78025
C11 -3.37910 -1.35457 -3.63048
O4 -3.69882 -2.47516 -3.93713
H1 1.21190 -1.45546 -0.34088
H2 -0.28847 -2.42532 -0.24508
H3 0.99738 -2.74251 -1.49203
H4 -0.88764 -0.36036 -1.30886
H5 0.53516 -0.38691 -2.29877
H6 -1.46940 -2.51884 -2.49673
H7 -0.70059 0.79915 -3.91509
H8 -6.05608 -1.56840 -3.10225
H9 -6.44878 0.05417 -2.64743
H10 -5.88480 -3.10608 -0.68914
H11 -6.93875 -2.05631 -0.05011
H12 -6.68188 0.25785 -0.36235
H13 -5.71557 -0.46595 0.74062
H14 -3.39740 -0.90439 -0.91875
H15 -3.89502 -2.48160 -1.22808
C12 4.18021 3.33981 1.35739
O5 2.74402 3.29135 1.50504
P1 2.12036 1.74886 1.77540
O6 2.23646 1.33816 0.32923
O7 0.64719 2.40315 2.05022
C13 0.36523 3.80336 2.07692
O8 1.58248 0.22984 2.25720
C14 0.58114 0.11455 3.28222
H16 4.46455 4.37600 1.19248
H17 4.67252 2.97467 2.25822
H18 4.49082 2.73804 0.50313
H19 0.44878 4.21640 1.07306
H20 1.01602 4.33149 2.76693
H21 -0.66240 3.91887 2.41871
H22 -0.37016 0.50758 2.93320
H23 0.88257 0.62445 4.19525
H24 0.42942 -0.94365 3.49432
C15 8.33468 -2.97191 2.48637
O9 7.18720 -2.69625 3.31316
P2 6.41152 -1.26593 2.94834
O10 7.35593 -0.25339 3.49361
O11 5.17011 -1.59115 3.95552
C16 5.12187 -2.71212 4.83750
O12 5.49013 -0.33532 1.94721
C17 4.07909 -0.61280 1.78841
H25 8.75769 -3.92136 2.80513
H26 8.04359 -3.04586 1.43811
H27 9.08027 -2.18509 2.60286
H28 5.84951 -2.58668 5.63841
H29 5.28760 -3.64597 4.30922
H30 4.12389 -2.73870 5.27387
H31 3.56268 -0.42288 2.71598
H32 3.90610 -1.64233 1.47816
H33 3.65591 0.06601 1.03879



No. 4
Formula: C21H43AlB2Be2Br3CsF9O12S2
Source: the Open Molecules 2025 dataset
Level of theory: ωB97M-V/def2-TZVPD

Properties
Net charge: -1
HOMO level (eV): -5.50
Multiplicity: 1
HOMO-LUMO gap (eV): 1.54

Atoms and positions in Å:
C1 7.89130 4.88547 -0.60267
C2 7.41519 3.54004 0.11522
Br1 8.22660 3.18462 1.85001
C3 6.48999 2.65416 -0.49573
Br2 5.89794 3.30332 -2.30427
B1 5.98827 1.24841 0.16849
Br3 5.15924 1.42237 1.99376
C4 7.35288 0.28028 0.27908
S1 7.43848 -0.76578 1.78600
O1 8.05122 -0.05002 2.96737
O2 8.38694 -1.90214 1.44383
O3 5.06418 0.46224 -0.66052
C5 3.77712 1.04449 -0.78613
C6 2.61844 0.05796 -0.29136
C7 3.14256 -1.05124 0.69252
C8 1.33005 0.84181 0.24358
C9 1.36276 1.15302 1.80154
C10 0.96786 2.12443 -0.64488
H1 8.45598 5.50885 0.15358
H2 7.03123 5.50902 -0.97348
H3 8.64432 4.62346 -1.40793
H4 7.31392 -0.44274 -0.60074
H5 8.29828 0.88742 0.11116
H6 6.22282 -1.36190 2.07366
H7 3.66192 2.09578 -0.36327
H8 3.58888 1.15317 -1.91044
H9 2.21775 -0.54138 -1.28229
H10 2.31938 -1.84731 0.76207
H11 4.06585 -1.58305 0.33726
H12 3.31261 -0.68907 1.74796
H13 0.45353 0.11766 0.08111
H14 0.90545 0.28539 2.37457
H15 2.38352 1.39785 2.20267
H16 0.64086 2.01932 1.96783
H17 -0.15075 2.30847 -0.57525
H18 1.51443 3.02393 -0.22046
H19 1.26905 1.96051 -1.72862
Be1 4.87048 4.13480 -0.50446
F1 2.99758 -1.32184 -2.11252
Cs1 3.64455 6.51561 0.48134
B2 -1.94183 -1.74862 -0.59245
F2 -0.94266 -1.56870 -1.60266
F3 -1.32559 -1.81766 0.67350
F4 -2.84698 -0.66017 -0.62266
F5 -2.64778 -2.96613 -0.85058
Be2 -1.95704 -2.87610 -3.07759
F6 4.70670 0.44678 7.64327
Al1 5.63280 0.30194 6.14918
F7 6.21368 -1.35311 5.97634
F8 6.99963 1.41398 6.19528
F9 4.59234 0.70148 4.77955
C11 -8.74254 -1.74996 1.38251
O4 -7.74511 -0.76187 1.18597
C12 -6.47723 -1.15861 1.70751
C13 -5.54257 -1.62805 0.60228
O5 -6.00431 -2.84161 0.01426
C14 -6.63657 -2.62658 -1.23778
H20 -9.61341 -1.47766 0.78380
H21 -8.40056 -2.73959 1.07004
H22 -9.03737 -1.77780 2.43674
H23 -6.59509 -1.93188 2.47392
H24 -6.04026 -0.27595 2.18449
H25 -4.56196 -1.83755 1.03744
H26 -5.41408 -0.85046 -0.15626
H27 -5.88570 -2.38966 -1.99686
H28 -7.37600 -1.82334 -1.18673
H29 -7.14482 -3.54865 -1.52454
C15 0.82801 10.26183 3.70968
O6 -0.23245 10.69164 4.15391
O7 1.94530 10.81136 3.85512
O8 0.95428 9.20765 3.04074
C16 1.41855 -4.82024 3.88410
C17 1.70828 -3.41643 3.42160
O9 1.51297 -3.07907 2.27109
C18 2.24942 -2.44870 4.44104
H30 1.03504 -5.40491 3.04652
H31 2.33533 -5.28820 4.24811
H32 0.66506 -4.80319 4.67388
H33 3.20310 -2.81120 4.83023
H34 1.53265 -2.32705 5.25565
H35 2.41146 -1.47797 3.97028
O10 -6.83763 -1.94100 -4.39950
S2 -6.84625 -0.92301 -5.41404
O11 -7.91486 0.03244 -5.51810
O12 -6.62529 -1.61747 -6.85445
C19 -7.49220 -2.68937 -7.23051
C20 -8.83920 -2.17873 -7.70692
C21 -5.30977 -0.04770 -5.35493
H36 -7.60729 -3.40028 -6.40790
H37 -6.99879 -3.21919 -8.04747
H38 -9.40148 -1.73032 -6.88589
H39 -9.43527 -2.99513 -8.11961
H40 -8.71258 -1.40867 -8.47072
H41 -4.49390 -0.76844 -5.34024
H42 -5.30038 0.54818 -4.44304
H43 -5.24049 0.60131 -6.22622



No. 5
Formula: C4H4O3
Source: the Open Molecules 2025 dataset
Level of theory: ωB97M-V/def2-TZVPD

Properties
Net charge: 0
HOMO level (eV): -10.68
Multiplicity: 1
HOMO-LUMO gap (eV): 11.23
Relative energy (zero: lowest compared OMol25 entry of this formula, charge and spin) (kcal per mole): 20.5

Atoms and positions in Å:
C1 -2.10956 -0.43078 -0.71110
C2 -1.96747 -0.86659 1.20823
C3 -1.08819 0.06160 0.26311
C4 0.26977 -0.19779 -0.09938
O1 -2.24907 -0.45191 -1.90151
O2 -1.91525 -1.15513 2.34097
O3 -2.84000 -1.11440 0.22159
H1 -1.18755 1.14440 0.72637
H2 0.67030 -0.46448 0.80914
H3 0.72768 0.68342 -0.54865
H4 0.33717 -1.07977 -0.76390



No. 6
Formula: C20H26O5
Source: the Open Molecules 2025 dataset
Level of theory: ωB97M-V/def2-TZVPD

Properties
Net charge: 0
HOMO level (eV): -8.90
Multiplicity: 1
HOMO-LUMO gap (eV): 9.61
Relative energy (zero: lowest compared OMol25 entry of this formula, charge and spin) (kcal per mole): 3.3

Atoms and positions in Å:
C1 4.21104 3.73269 0.38878
C2 4.58500 3.68155 -0.87440
C3 3.84496 2.96437 -1.96507
H1 4.51324 2.22712 -2.42927
H2 3.50921 3.67681 -2.72546
O1 2.67162 2.30742 -1.50548
C4 2.81664 1.05729 -1.06363
O2 3.85493 0.44225 -1.07217
C5 1.53108 0.49806 -0.56771
C6 1.47723 -0.72056 -0.02218
C7 0.19168 -1.34040 0.43261
C8 0.11126 -2.78815 0.01220
C9 0.46861 -3.16154 -1.27761
C10 0.37322 -4.48174 -1.67801
C11 -0.08440 -5.44502 -0.79451
C12 -0.44253 -5.08130 0.49173
C13 -0.34387 -3.76007 0.89264
H3 -0.62204 -3.48457 1.90005
H4 -0.79850 -5.82769 1.18660
H5 -0.15930 -6.47589 -1.10723
H6 0.65750 -4.76032 -2.68202
H7 0.83062 -2.41167 -1.96616
H8 0.14561 -1.29690 1.52756
C14 -0.98274 -0.54145 -0.16339
C15 -2.34552 -0.95380 0.40151
C16 -2.58027 -0.57830 1.86234
C17 -3.87859 -1.19740 2.38500
O3 -4.11728 -0.89498 3.73886
H9 -4.17363 0.06211 3.83688
H10 -4.72240 -0.86881 1.76101
H11 -3.82114 -2.28742 2.33744
H12 -2.64429 0.50872 1.95604
H13 -1.75993 -0.92577 2.49288
H14 -3.11883 -0.48237 -0.20637
H15 -2.43932 -2.03645 0.28862
C18 -0.70076 0.95776 0.01338
O4 -1.77669 1.67927 -0.46188
C19 -1.76149 3.07529 -0.19780
C20 -0.95662 3.88299 -1.20905
H16 -1.34038 3.70247 -2.20946
H17 0.09018 3.59481 -1.18317
H18 -1.04620 4.94189 -0.97911
H19 -1.37932 3.25015 0.81829
H20 -2.81421 3.37172 -0.23488
O5 0.47155 1.34003 -0.69576
H21 -0.51757 1.18879 1.08522
H22 -1.00349 -0.72164 -1.24360
H23 2.38651 -1.29373 0.05661
H24 5.48834 4.16842 -1.21466
H25 4.78906 4.25654 1.12951
H26 3.31221 3.24943 0.73430



No. 7
Formula: C4H10N2O
Source: the Open Molecules 2025 dataset
Level of theory: ωB97M-V/def2-TZVPD

Properties
Net charge: 0
HOMO level (eV): -9.62
Multiplicity: 1
HOMO-LUMO gap (eV): 10.52
Relative energy (zero: lowest compared OMol25 entry of this formula, charge and spin) (kcal per mole): 26.7

Atoms and positions in Å:
C1 -1.49367 0.94612 -1.12815
N1 -0.65883 -0.13441 -1.08073
C2 -0.96921 -0.97015 1.19147
C3 0.03703 -0.74581 0.05236
C4 1.20794 0.04178 0.53899
N2 2.00708 0.60140 -0.58675
O1 -2.06591 1.46528 -0.20095
H1 -1.72103 1.23427 -2.16520
H2 -0.14463 -0.17537 -1.95622
H3 -0.67262 -1.72339 1.90032
H4 -1.21774 -0.00433 1.64427
H5 -1.96603 -1.23464 0.84111
H6 0.31215 -1.74473 -0.27682
H7 1.80861 -0.67296 1.10900
H8 0.86391 0.88908 1.13862
H9 1.70421 1.55598 -0.74062
H10 2.96874 0.67189 -0.28070



No. 8
Formula: C11H7BrGaN2O5
Source: the Open Molecules 2025 dataset
Level of theory: ωB97M-V/def2-TZVPD

Properties
Net charge: -1
HOMO level (eV): -4.43
Multiplicity: 1
HOMO-LUMO gap (eV): 6.81
Relative energy (zero: lowest compared OMol25 entry of this formula, charge and spin) (kcal per mole): 0.0

Atoms and positions in Å:
Ga1 -0.06153 0.67823 0.13298
O1 3.89230 -3.13085 -3.56201
C1 2.72757 -2.41176 -3.60882
O2 1.97440 -2.54546 -4.52091
C2 2.58231 -1.44993 -2.48853
C3 3.55878 -0.56292 -2.07974
N1 3.01687 0.19593 -1.11026
N2 1.75708 -0.15416 -0.87067
C4 1.45511 -1.13210 -1.69548
C5 0.04682 -1.68111 -1.56811
O3 -0.20861 -2.77446 -2.03650
O4 -0.73151 -0.89461 -0.91533
H1 4.26531 -3.04503 -2.67671
H2 4.55932 -0.39849 -2.44423
H3 3.38483 1.01614 -0.65759
O5 -0.03066 2.31666 -0.33930
Br1 0.46950 -2.11642 6.19252
C6 0.28560 -1.33542 4.46010
C7 0.41889 0.03395 4.31909
C8 0.28830 0.58725 3.05011
C9 0.02962 -0.19463 1.92173
C10 -0.10595 -1.57036 2.11785
C11 0.02065 -2.15113 3.37527
H4 0.61966 0.65452 5.18258
H5 0.38873 1.66170 2.93564
H6 -0.32625 -2.21193 1.27178
H7 -0.08757 -3.21947 3.50922



Which formula does entry 2 have?
C8H12BeN4O8S2